[1]
The following is a quantum chemistry calculation of a structure of composition C16H24MnN4O5 at a distorted geometry, from the OMol25 dataset.

Lowest unoccupied orbital energy (spin up / spin down) ... 0.48 / 0.41 eV
Electronic energy ... -64502.206 eV
Multiplicity ... 6
Gap between HOMO and LUMO (spin up / spin down) ... 0.3375 / 0.3376 hartree
Highest occupied orbital energy (spin up / spin down) ... -8.71 / -8.77 eV
M ... 407.33 Da

Each line ends with the Löwdin charge.
Atoms and positions in Å:
1 Mn -0.65 -0.64 -0.41  0.9774
2 O 0.79 -1.72 2.73  0.0908
3 C 1.09 -1.29 1.66  -0.6363
4 O 0.63 -1.80 0.54  -0.1584
5 C 2.03 -0.13 1.48  -0.1078
6 C 3.00 -0.48 0.30  -0.2362
7 C 4.32 0.28 0.36  -0.1078
8 C 3.86 1.77 0.19  -0.0835
9 C 2.38 1.55 -0.11  -0.2489
10 O 2.40 0.26 -0.80  -0.0841
11 C 1.54 1.29 1.14  -0.1108
12 C 0.05 1.31 0.99  -0.6354
13 O -0.55 1.25 2.07  0.0553
14 O -0.51 1.38 -0.16  -0.1234
15 H 2.63 -0.07 2.40  0.1578
16 H 3.07 -1.51 0.02  0.1509
17 H 5.06 -0.07 -0.37  0.1177
18 H 4.76 0.05 1.32  0.1042
19 H 4.40 2.23 -0.66  0.1168
20 H 4.03 2.39 1.08  0.1144
21 H 1.95 2.21 -0.81  0.1320
22 H 1.81 1.93 2.00  0.1662
23 N -2.62 -0.70 0.76  -0.0320
24 C -3.47 0.51 0.81  -0.2488
25 C -4.32 0.57 2.08  -0.1951
26 C -3.54 0.72 3.42  -0.2874
27 N -2.78 -0.47 3.69  -0.0163
28 H -3.19 -1.54 0.62  0.0922
29 H -2.29 -0.83 1.75  0.0676
30 H -4.16 0.46 -0.02  0.1004
31 H -2.80 1.39 0.77  0.1021
32 H -4.92 -0.36 2.14  0.1084
33 H -5.07 1.39 1.98  0.1091
34 H -4.34 0.97 4.16  0.1100
35 H -2.85 1.55 3.46  0.0981
36 H -3.11 -1.12 4.41  0.0859
37 H -1.80 -0.20 3.90  0.0876
38 N -0.28 1.15 -3.06  0.1805
39 C -0.06 -0.12 -3.41  -0.3513
40 C 0.73 -0.39 -4.59  0.0061
41 C 0.88 -1.70 -4.91  -0.0822
42 C 0.37 -2.71 -4.10  -0.0915
43 C -0.27 -2.38 -2.95  -0.1188
44 N -0.43 -1.09 -2.55  0.0281
45 H 0.13 1.83 -3.65  0.1034
46 H -0.41 1.41 -2.13  0.0417
47 H 1.28 0.37 -5.10  0.1050
48 H 1.45 -2.05 -5.75  0.1093
49 H 0.38 -3.75 -4.48  0.1181
50 H -0.62 -3.12 -2.22  0.1190

---

[2]
The following is a quantum chemistry calculation of an isolated molecule of C17H15F2N3, from the OMol25 dataset.

Lowest unoccupied orbital energy ... 0.53 eV
Electronic energy ... -27778.046 eV
Gap between HOMO and LUMO ... 0.2932 hartree
SMILES string ... Cn1c(-c2ccc(F)cc2)cnc1NCc1ccc(F)cc1
Highest occupied orbital energy ... -7.45 eV
M ... 299.32 Da

Each line ends with the Löwdin charge.
Atoms and positions in Å:
1 C 1.16 1.35 -1.63  -0.0199
2 N 0.82 0.95 -0.30  -0.0124
3 C 1.55 0.15 0.56  -0.1892
4 C 2.92 -0.29 0.34  -0.1782
5 C 3.89 0.55 -0.20  -0.0368
6 C 5.19 0.11 -0.38  -0.0052
7 C 5.52 -1.18 0.00  -0.2778
8 F 6.78 -1.61 -0.18  0.0528
9 C 4.58 -2.03 0.56  -0.0033
10 C 3.29 -1.59 0.72  -0.0181
11 C 0.74 -0.07 1.64  -0.0876
12 N -0.45 0.57 1.48  0.1260
13 C -0.38 1.16 0.32  -0.3878
14 N -1.36 1.97 -0.21  0.0479
15 C -2.67 1.87 0.39  -0.1594
16 C -3.38 0.56 0.16  -0.2133
17 C -3.08 -0.27 -0.91  -0.0330
18 C -3.75 -1.46 -1.10  -0.0046
19 C -4.75 -1.82 -0.21  -0.2807
20 F -5.41 -2.98 -0.40  0.0525
21 C -5.08 -1.01 0.86  -0.0046
22 C -4.39 0.17 1.04  -0.0324
23 H 1.41 2.42 -1.68  0.0997
24 H 0.33 1.16 -2.32  0.0880
25 H 2.02 0.78 -1.97  0.0898
26 H 3.64 1.57 -0.46  0.1126
27 H 5.95 0.76 -0.80  0.1180
28 H 4.87 -3.03 0.85  0.1183
29 H 2.54 -2.24 1.15  0.1167
30 H 0.95 -0.62 2.53  0.1065
31 H -1.35 2.05 -1.21  0.1132
32 H -3.27 2.69 0.01  0.1289
33 H -2.53 2.00 1.47  0.1186
34 H -2.30 0.00 -1.61  0.1042
35 H -3.52 -2.12 -1.93  0.1167
36 H -5.85 -1.32 1.54  0.1172
37 H -4.63 0.80 1.88  0.1166

---

[3]
The following is a quantum chemistry calculation of the ion C4H12N4 with charge +2 at a distorted geometry, from the OMol25 dataset.

Energy relative to the best compared isomer or geometry (same formula, charge and spin) ... 312.2 kJ/mol
Lowest unoccupied orbital energy ... -10.16 eV
Electronic energy ... -10282.662 eV
Gap between HOMO and LUMO ... 0.3518 hartree
Total charge ... +2
SMILES string ... CN/N=[N+](\C)C(C)=[NH2+]
Highest occupied orbital energy ... -19.74 eV
M ... 116.17 Da

Each line ends with the Löwdin charge.
Atoms and positions in Å:
1 C 3.07 0.51 0.22  -0.0030
2 N 1.98 -0.34 0.08  0.0580
3 N 0.80 0.15 0.07  0.1727
4 N -0.37 -0.42 0.00  -0.0610
5 C -0.36 -1.85 -0.01  0.0552
6 C -1.49 0.33 -0.02  -0.2467
7 C -1.36 1.77 -0.27  0.0621
8 N -2.69 -0.19 0.14  0.2953
9 H 2.63 1.59 0.52  0.1762
10 H 3.88 0.08 0.85  0.1349
11 H 3.48 0.83 -0.79  0.1387
12 H 2.10 -1.30 0.10  0.1483
13 H -0.18 -2.40 0.83  0.0866
14 H 0.41 -2.11 -0.71  0.1059
15 H -1.41 -2.19 -0.44  0.1625
16 H -0.99 2.24 0.68  0.1523
17 H -2.35 2.00 -0.48  0.0827
18 H -0.67 2.03 -1.07  0.1228
19 H -3.56 0.42 0.04  0.2131
20 H -2.91 -1.15 0.27  0.1434